(1)
ORCA calculation (wB97M-V/def2-TZVPD) on an isolated molecule of C4H7N3.

- Total energy: -320.864889 Ha
- Energy above the lowest of the compared OMol25 structures with the same formula, charge and spin: 0.5010 eV
- SMILES: Nc1c[nH]c(N)c1
- LUMO level: 1.055 eV

The geometry in ORCA input format:
```
! wB97M-V def2-TZVPD RIJCOSX def2/J DEFGRID3
* xyz 0 1
N 2.4825 -0.4314 -0.0089
C 1.1596 0.0826 -0.0577
C 0.6369 1.3500 -0.2335
N -0.7626 1.2625 -0.1612
C -1.1075 -0.0507 -0.0162
N -2.3899 -0.4772 0.3575
C 0.0373 -0.7954 -0.0758
H 3.0610 -0.3037 0.8134
H 2.5221 -1.4000 -0.2942
H 1.0864 2.3210 -0.3638
H -1.3513 2.0174 0.1629
H -3.1349 -0.2709 -0.2964
H -2.3528 -1.4739 0.5418
H 0.1133 -1.8303 -0.3681
*
```


(2)
ORCA calculation (wB97M-V/def2-TZVPD) on an isolated molecule of C4H7N3.

- Total energy: -320.865657 Ha
- Energy above the lowest of the compared OMol25 structures with the same formula, charge and spin: 0.4801 eV
- SMILES: CNc1cc[nH]n1
- LUMO level: 1.106 eV

The geometry in ORCA input format:
```
! wB97M-V def2-TZVPD RIJCOSX def2/J DEFGRID3
* xyz 0 1
C -1.8410 0.2284 -1.2098
N -0.4075 0.4502 -1.3688
C 0.3688 0.0789 -0.2627
C 0.3391 0.6624 1.0287
C 1.2875 -0.0344 1.7379
N 1.8205 -0.9357 0.8846
N 1.2626 -0.8960 -0.3408
H -2.1564 0.6159 -0.2375
H -2.3923 0.7723 -1.9820
H -2.1201 -0.8349 -1.2576
H -0.0577 -0.0322 -2.1893
H -0.2666 1.4910 1.3655
H 1.6231 0.0477 2.7625
H 2.5402 -1.6137 1.0692
*
```


(3)
ORCA calculation (wB97M-V/def2-TZVPD) on an isolated molecule of C4H7N3.

- Total energy: -320.862210 Ha
- Energy above the lowest of the compared OMol25 structures with the same formula, charge and spin: 0.5739 eV
- SMILES: CNc1cc[nH]n1
- LUMO level: 1.081 eV

The geometry in ORCA input format:
```
! wB97M-V def2-TZVPD RIJCOSX def2/J DEFGRID3
* xyz 0 1
C -0.5183 -0.9864 1.9419
N -1.1743 -0.2049 0.8927
C -0.3187 0.1177 -0.1887
C 0.1918 1.4004 -0.4899
C 0.9688 1.2100 -1.6067
N 0.8856 -0.1081 -1.9035
N 0.1094 -0.7935 -1.0549
H 0.3404 -0.4223 2.3189
H -1.2191 -1.1290 2.7724
H -0.1555 -1.9710 1.6051
H -1.9742 -0.7237 0.5460
H -0.0066 2.3173 0.0436
H 1.5521 1.8912 -2.2085
H 1.3186 -0.5979 -2.6684
*
```


(4)
ORCA calculation (wB97M-V/def2-TZVPD) on an isolated molecule of C4H7N3 in a non-equilibrium geometry.

- Total energy: -320.806501 Ha
- Energy above the lowest of the compared OMol25 structures with the same formula, charge and spin: 2.0898 eV
- SMILES: CNc1cc[nH]n1
- LUMO level: 1.082 eV

The geometry in ORCA input format:
```
! wB97M-V def2-TZVPD RIJCOSX def2/J DEFGRID3
* xyz 0 1
C 2.1949 0.1782 0.3732
N 1.1237 0.7572 -0.4187
C -0.1746 0.3368 -0.3094
C -0.5902 -0.6116 0.6694
C -1.9857 -0.6002 0.5062
N -2.2514 0.1841 -0.5371
N -1.1528 0.7595 -1.1008
H 1.8386 -0.0564 1.3825
H 2.6026 -0.7512 -0.0541
H 3.0145 0.9010 0.4616
H 1.3765 1.1093 -1.3263
H -0.0668 -1.4679 0.2594
H -2.7946 -1.0087 1.1057
H -3.1346 0.2699 -1.0115
*
```


(5)
ORCA calculation (wB97M-V/def2-TZVPD) on a cluster of 2 separate species, C4H7N3 in total in a non-equilibrium geometry.

- Total energy: -320.765379 Ha
- Energy above the lowest of the compared OMol25 structures with the same formula, charge and spin: 3.2088 eV
- LUMO level: 0.470 eV

The geometry in ORCA input format:
```
! wB97M-V def2-TZVPD RIJCOSX def2/J DEFGRID3
* xyz 0 1
C 0.0712 0.3210 -0.1711
C -0.9377 -2.0266 3.2827
C 1.5559 1.3325 -1.7651
C 1.3590 0.1249 -0.8623
N -0.7946 0.5956 0.5400
N -1.7789 -1.6199 2.6008
N -2.6496 -0.9199 1.8662
H 2.3055 1.1039 -2.5370
H 2.0482 2.2322 -1.2243
H 0.5976 1.5447 -2.2541
H 2.2667 -0.1602 -0.2827
H 1.0385 -0.7588 -1.5284
H -2.0770 -0.2912 1.2796
H -3.0046 -1.4783 1.0557
*
```


(6)
ORCA calculation (wB97M-V/def2-TZVPD) on an isolated molecule of C4H7N3 in a non-equilibrium geometry.

- Total energy: -320.816041 Ha
- Energy above the lowest of the compared OMol25 structures with the same formula, charge and spin: 1.8302 eV
- SMILES: CNc1cc[nH]n1
- LUMO level: 1.057 eV

The geometry in ORCA input format:
```
! wB97M-V def2-TZVPD RIJCOSX def2/J DEFGRID3
* xyz 0 1
C 2.1541 -0.0734 0.3271
N 1.2605 0.3465 -0.7649
C -0.1398 0.3648 -0.5883
C -0.6522 -0.1587 0.6267
C -1.9840 -0.3507 0.4659
N -2.3945 0.2206 -0.6725
N -1.1362 0.6728 -1.4386
H 1.7809 -0.9819 0.8140
H 3.1562 -0.3261 -0.0510
H 2.2929 0.6949 1.1040
H 1.7219 0.8903 -1.4789
H -0.1394 -0.1604 1.5633
H -2.5941 -0.9979 1.0846
H -3.3199 -0.1328 -0.9937
*
```


(7)
ORCA calculation (wB97M-V/def2-TZVPD) on an isolated molecule of C4H7N3.

- Total energy: -320.748012 Ha
- Energy above the lowest of the compared OMol25 structures with the same formula, charge and spin: 3.6814 eV
- LUMO level: 0.753 eV

The geometry in ORCA input format:
```
! wB97M-V def2-TZVPD RIJCOSX def2/J DEFGRID3
* xyz 0 1
C -1.3045 1.6016 1.0133
N -0.6525 0.4403 0.4372
C -1.1686 -0.3474 -0.5553
C -0.3281 -1.4142 -0.7866
C 1.9559 -1.2062 -0.6721
N 0.6953 -1.0850 0.0840
N 0.5085 0.0199 0.8459
H -0.5996 2.1409 1.6439
H -2.1730 1.2857 1.5960
H -1.6380 2.2418 0.1914
H -2.0018 -0.0017 -1.1437
H 2.7196 -0.5957 -0.2047
H 2.2291 -2.2552 -0.7658
H 1.7576 -0.8247 -1.6836
*
```


(8)
ORCA calculation (wB97M-V/def2-TZVPD) on a structure of composition C4H7N3O in a non-equilibrium geometry.

- Total energy: -395.924564 Ha
- Energy above the lowest of the compared OMol25 structures with the same formula, charge and spin: 6.0912 eV
- LUMO level: -0.027 eV

The geometry in ORCA input format:
```
! wB97M-V def2-TZVPD RIJCOSX def2/J DEFGRID3
* xyz 0 1
C -1.7407 -1.1479 -0.1698
C -1.1802 0.1011 -0.0189
C 0.8555 1.7634 -0.2293
C 1.2443 -0.7539 0.2361
H -1.9269 -1.5048 1.0518
H -2.9137 -1.2891 -0.8493
H -0.7394 -1.9148 -0.6426
H 2.0267 1.6239 -0.3895
H -0.7400 2.7975 0.3273
H 0.9509 -1.9689 -0.1123
H 2.9255 -1.5235 0.1991
N 0.3655 0.3295 0.0274
N 0.3451 2.9412 -0.0031
N 2.4778 -0.5020 0.1849
O -1.9505 1.0483 0.3883
*
```


(9)
ORCA calculation (wB97M-V/def2-TZVPD) on an isolated molecule of C4H7N3O in a non-equilibrium geometry.

- Total energy: -395.877628 Ha
- Energy above the lowest of the compared OMol25 structures with the same formula, charge and spin: 7.3684 eV
- SMILES: C1=N\NC/C=N\OC/1
- LUMO level: 0.816 eV

The geometry in ORCA input format:
```
! wB97M-V def2-TZVPD RIJCOSX def2/J DEFGRID3
* xyz 0 1
C 0.0577 -1.4381 0.1104
N -0.7413 -1.0076 -0.7869
N -1.1880 0.1802 -1.0994
C -1.0825 1.2647 0.1160
C 0.3649 1.5003 -0.6402
N 1.5177 0.9832 -0.1867
O 1.2549 0.3463 1.1597
C 1.0753 -0.9641 1.0163
H 0.3483 -2.5502 0.0590
H -1.9981 -0.0231 -1.7355
H -1.2958 0.6200 1.0295
H -1.8557 2.0705 -0.0770
H 0.5932 2.0536 -1.5804
H 1.9704 -1.5948 0.4674
H 0.9790 -1.4409 2.1478
*
```


(10)
ORCA calculation (wB97M-V/def2-TZVPD) on an isolated molecule of C4H7N3O in a non-equilibrium geometry.

- Total energy: -396.107105 Ha
- Energy above the lowest of the compared OMol25 structures with the same formula, charge and spin: 1.1240 eV
- SMILES: NC1=NCC(=O)CN1
- LUMO level: 0.624 eV

The geometry in ORCA input format:
```
! wB97M-V def2-TZVPD RIJCOSX def2/J DEFGRID3
* xyz 0 1
N -2.2496 0.6042 -0.0546
C -0.9281 0.4231 0.1692
N -0.5494 -0.1791 1.2641
C 0.9058 -0.2283 1.4926
C 1.2405 -0.9413 0.2203
O 1.9768 -1.9158 0.1234
C 0.8779 -0.0770 -1.1276
N -0.1357 0.9125 -0.8143
H -2.5711 0.3498 -0.9776
H -2.8112 0.1905 0.6824
H 1.0973 -0.8907 2.3421
H 1.4028 0.7384 1.6063
H 1.8025 0.4158 -1.4344
H 0.5290 -0.7716 -1.8959
H -0.5875 1.3695 -1.5961
*
```


(11)
ORCA calculation (wB97M-V/def2-TZVPD) on an isolated molecule of C4H7N3O in a non-equilibrium geometry.

- Total energy: -395.875295 Ha
- Energy above the lowest of the compared OMol25 structures with the same formula, charge and spin: 7.4318 eV
- SMILES: N[C@H]1[C@@H]2N=CN(O)[C@H]12
- LUMO level: 0.336 eV

The geometry in ORCA input format:
```
! wB97M-V def2-TZVPD RIJCOSX def2/J DEFGRID3
* xyz 0 1
N -2.3205 -0.6656 -0.2240
C -0.8754 -0.1636 -0.2377
C -0.5637 0.7248 0.9182
N 0.3063 1.7770 0.0349
C 1.4001 1.2225 -0.2609
N 1.6634 -0.0875 0.4703
O 2.4919 -1.1211 0.0016
C 0.2037 -0.6217 0.7604
H -2.2541 -1.4812 -0.7440
H -3.1248 0.0119 -0.4210
H -0.5241 0.1172 -1.1697
H -1.3469 1.1657 1.7023
H 2.0809 1.4840 -1.2810
H 2.6374 -0.9499 -1.1628
H 0.2259 -1.4127 1.6136
*
```


(12)
ORCA calculation (wB97M-V/def2-TZVPD) on an isolated molecule of C4H7N3O in a non-equilibrium geometry.

- Total energy: -395.938032 Ha
- Energy above the lowest of the compared OMol25 structures with the same formula, charge and spin: 5.7247 eV
- SMILES: N[C@@]12C[C@H]1NNC2=O
- LUMO level: 0.804 eV

The geometry in ORCA input format:
```
! wB97M-V def2-TZVPD RIJCOSX def2/J DEFGRID3
* xyz 0 1
N -0.5338 -1.2137 1.2103
C -0.1880 -0.7384 -0.1896
C -1.5822 -0.4080 -0.8303
C -0.6434 0.7229 -0.5591
N 0.0359 1.4258 0.4556
N 1.4532 0.9051 0.1484
C 1.2682 -0.3617 -0.2883
O 2.1893 -1.0861 -0.6860
H 0.0491 -0.5795 1.8201
H 0.1030 -2.0123 1.1309
H -2.2731 -0.6390 -0.0849
H -1.7873 -0.6708 -1.8616
H -0.2053 1.1511 -1.5271
H 0.0137 2.4021 0.3202
H 2.1005 1.1024 0.9415
*
```


(13)
ORCA calculation (wB97M-V/def2-TZVPD) on a structure of composition C4H7N3O in a non-equilibrium geometry.

- Total energy: -395.833628 Ha
- Energy above the lowest of the compared OMol25 structures with the same formula, charge and spin: 8.5656 eV
- LUMO level: 0.528 eV

The geometry in ORCA input format:
```
! wB97M-V def2-TZVPD RIJCOSX def2/J DEFGRID3
* xyz 0 1
C -1.5666 0.6591 0.6252
C 0.6679 -1.0144 0.2060
C 1.3467 0.1577 -0.1285
C 0.0420 -0.3378 -1.0216
H 0.3598 1.9642 -1.1518
H -2.5068 1.1374 0.9747
H -0.3735 -2.3025 1.5132
H 1.4842 -1.8259 -0.0167
H 1.1935 1.1237 0.3778
H 2.3881 0.0903 -0.5871
H 0.3144 -0.6360 -1.9888
N -1.0507 0.5394 -0.7082
N -1.3564 -0.2232 1.6178
N -0.0541 -1.0589 1.4613
O -0.8886 1.7268 -1.1733
*
```


(14)
ORCA calculation (wB97M-V/def2-TZVPD) on an isolated molecule of C4H7N3O in a non-equilibrium geometry.

- Total energy: -396.047334 Ha
- Energy above the lowest of the compared OMol25 structures with the same formula, charge and spin: 2.7504 eV
- SMILES: [H]/N=C\N(N)C(=C)C=O
- LUMO level: -0.014 eV

The geometry in ORCA input format:
```
! wB97M-V def2-TZVPD RIJCOSX def2/J DEFGRID3
* xyz 0 1
H -2.4905 -0.0713 -0.2983
N -2.2720 0.3478 -1.1996
C -1.0635 0.5680 -1.4361
N 0.1353 0.2246 -0.6948
N 1.3419 0.4144 -1.3791
C 0.0883 -0.1426 0.6328
C -0.7915 0.3000 1.5420
C 1.1766 -1.1447 1.1049
O 2.0965 -1.5575 0.4467
H -0.7776 1.0146 -2.3837
H 1.9833 0.9850 -0.8319
H 1.8005 -0.4813 -1.5375
H -0.7829 -0.0894 2.5454
H -1.4830 1.0970 1.3314
H 1.0386 -1.4647 2.1578
*
```


(15)
ORCA calculation (wB97M-V/def2-TZVPD) on an isolated molecule of C4H7N3O in a non-equilibrium geometry.

- Total energy: -396.016999 Ha
- Energy above the lowest of the compared OMol25 structures with the same formula, charge and spin: 3.5759 eV
- SMILES: [H]/N=c1\cc(C)on1N
- LUMO level: 0.902 eV

The geometry in ORCA input format:
```
! wB97M-V def2-TZVPD RIJCOSX def2/J DEFGRID3
* xyz 0 1
H -0.0361 -3.1020 0.1792
N -0.4784 -2.3772 0.7257
C -0.2756 -1.2269 0.2257
C 0.3459 -0.6536 -0.9452
C 0.2508 0.7096 -0.7708
C 0.8098 1.8535 -1.5143
O -0.3055 0.9855 0.4180
N -0.8530 -0.1816 0.8951
N -0.9999 -0.2331 2.2194
H 0.9011 -1.1889 -1.6241
H 1.0530 1.5148 -2.5076
H 1.7416 2.1095 -1.0694
H 0.1015 2.7330 -1.5451
H -1.8539 0.0472 2.7079
H -0.4011 -0.9897 2.6057
*
```


(16)
ORCA calculation (wB97M-V/def2-TZVPD) on a cluster of 2 separate species, C4H7N3O in total in a non-equilibrium geometry.

- Total energy: -395.778234 Ha
- Energy above the lowest of the compared OMol25 structures with the same formula, charge and spin: 10.0730 eV
- LUMO level: -0.030 eV

The geometry in ORCA input format:
```
! wB97M-V def2-TZVPD RIJCOSX def2/J DEFGRID3
* xyz 0 1
C -0.6609 0.7380 -1.0455
C 0.6291 -0.1452 -0.5494
C 0.4610 -1.0486 1.7436
C -0.7673 -0.2229 0.1097
H -0.5341 2.3303 -2.0217
H -0.9932 2.7076 0.3562
H -1.3473 0.2012 -1.7057
H 1.1335 0.6078 0.3675
H 1.6260 -1.9709 -1.1023
H 0.2301 -1.2989 2.7470
H -1.3619 -1.0433 -0.1503
N -0.3928 2.1178 -0.8376
N 1.2799 -1.2439 -0.3582
N 1.1676 -1.6982 0.9902
O -0.4697 -0.0309 1.4567
*
```


(17)
ORCA calculation (wB97M-V/def2-TZVPD) on an isolated molecule of C4H7N3O in a non-equilibrium geometry.

- Total energy: -395.964113 Ha
- Energy above the lowest of the compared OMol25 structures with the same formula, charge and spin: 5.0150 eV
- SMILES: O/N=C/N=C\N1CC1
- LUMO level: 0.894 eV

The geometry in ORCA input format:
```
! wB97M-V def2-TZVPD RIJCOSX def2/J DEFGRID3
* xyz 0 1
O -3.3948 -0.5940 -0.1362
N -2.1089 -0.1889 0.3368
C -1.7267 0.9409 -0.2109
N -0.6036 1.6182 0.1642
C 0.6036 1.3415 0.0004
N 1.2252 0.1976 -0.5828
C 1.0033 -1.1608 -0.0046
C 2.2862 -0.4372 0.1361
H -3.3659 -1.6826 0.1038
H -2.3046 1.4528 -0.9952
H 1.2783 2.2010 0.2837
H 0.4073 -1.0665 0.8788
H 0.9619 -2.0541 -0.7531
H 3.2374 -0.6663 -0.3802
H 2.5013 0.0983 1.1593
*
```